1.
Here is a molecular structure, C35H31GeN2OPtS2 in a non-equilibrium geometry from the Open Molecules 2025 dataset. Energies are from ωB97M-V/def2-TZVPD.

```
73
C35H31GeN2OPtS2, DFT ωB97M-V/def2-TZVPD
Pt 0.404 -0.171 -0.618
C -4.477 -5.274 -0.682
C -4.268 -4.202 0.396
C -5.046 -4.539 1.676
C -4.809 -2.881 -0.154
C -2.789 -4.142 0.747
C -2.157 -5.319 1.178
C -0.825 -5.364 1.529
C -0.083 -4.202 1.428
S 1.611 -3.949 1.734
C 1.412 -2.294 1.222
N 0.193 -1.965 0.877
C -0.680 -3.011 0.978
C -2.037 -2.984 0.661
C 2.499 -1.367 1.097
C 3.734 -1.573 1.716
C 4.731 -0.635 1.573
C 4.516 0.498 0.799
C 3.301 0.694 0.160
C 2.277 -0.228 0.298
H -5.526 -5.332 -0.962
H -4.164 -6.256 -0.345
H -3.900 -5.019 -1.568
H -6.111 -4.610 1.471
H -4.891 -3.753 2.412
H -4.715 -5.478 2.109
H -5.855 -3.006 -0.425
H -4.266 -2.575 -1.045
H -4.749 -2.091 0.590
H -2.725 -6.234 1.236
H -0.364 -6.285 1.850
H -2.446 -2.040 0.338
H 3.880 -2.467 2.307
H 5.684 -0.782 2.057
H 5.300 1.230 0.678
H 3.163 1.569 -0.460
O 0.488 -2.457 -4.388
S 0.176 -2.494 -2.959
N 0.136 -1.112 -2.321
C 1.645 5.053 2.664
C 1.325 5.558 1.416
C 0.768 4.732 0.458
C 0.552 3.387 0.720
C 0.878 2.890 1.971
C 1.410 3.718 2.944
Ge -0.166 2.234 -0.749
C -1.906 3.093 -1.260
C -2.164 3.558 -2.543
C -3.399 4.094 -2.867
C -4.398 4.169 -1.913
C -4.147 3.725 -0.626
C -2.913 3.192 -0.308
C 1.059 2.507 -2.305
C 0.765 1.773 -3.448
C 1.624 1.748 -4.528
C 2.818 2.447 -4.472
C 3.125 3.185 -3.343
C 2.252 3.216 -2.268
H 2.073 5.700 3.417
H 1.514 6.598 1.191
H 0.499 5.131 -0.510
H 0.714 1.838 2.176
H 1.646 3.322 3.920
H -1.388 3.507 -3.292
H -3.586 4.447 -3.871
H -5.367 4.568 -2.172
H -4.919 3.788 0.125
H -2.717 2.844 0.698
H -0.155 1.201 -3.481
H 1.374 1.164 -5.401
H 3.512 2.405 -5.300
H 4.059 3.728 -3.296
H 2.505 3.808 -1.397
```

Results
- Orbital gap (alpha / beta): 6.4 / 6.0 eV
- Lowest unoccupied orbital energy (alpha / beta): -1.529 / -1.812 eV
- Spin multiplicity: 2
- Total charge: 0
- Expectation value of S²: 0.76
- Energy relative to the best compared isomer or geometry (same formula, charge and spin): 68.8 kcal/mol

---

2.
Here is a molecular structure, C35H31N7O4S2SiV in a non-equilibrium geometry from the Open Molecules 2025 dataset. Energies are from ωB97M-V/def2-TZVPD.

```
81
C35H31N7O4S2SiV, DFT ωB97M-V/def2-TZVPD
V -10.954 0.891 14.722
N -13.295 -0.073 18.302
C -12.358 0.800 18.934
C -12.286 1.262 20.222
C -11.242 2.138 20.430
C -10.283 2.488 19.462
C -10.384 1.988 18.161
C -11.434 1.109 17.916
N -11.786 0.449 16.729
C -12.845 -0.292 16.981
C -13.701 -0.994 16.053
C -15.001 -1.190 16.395
S -15.805 -1.840 15.061
C -14.328 -1.728 14.140
N -13.329 -1.269 14.774
H -14.014 -0.603 18.837
H -12.961 0.971 21.039
H -11.030 2.648 21.405
H -9.537 3.213 19.747
H -9.668 2.284 17.423
H -15.546 -0.889 17.329
H -14.443 -2.132 13.146
N -10.652 4.938 13.124
C -10.860 5.423 14.357
C -11.109 4.360 15.154
N -11.006 3.196 14.483
C -10.694 3.585 13.270
C -10.354 2.625 12.251
N -10.100 1.388 12.606
C -9.819 0.745 11.373
C -9.884 1.685 10.377
N -10.191 2.870 10.953
H -10.282 5.413 12.308
H -10.899 6.519 14.418
H -11.381 4.370 16.186
H -9.437 -0.276 11.335
H -9.520 1.487 9.306
H -10.533 3.648 10.440
O -12.796 1.304 13.936
Si -13.875 1.504 12.770
C -13.735 3.005 11.637
C -13.310 2.966 10.268
C -13.021 4.128 9.594
C -13.125 5.385 10.166
C -13.534 5.454 11.467
C -13.921 4.305 12.152
C -15.588 1.716 13.651
C -15.681 1.729 15.044
C -16.889 1.745 15.783
C -18.088 1.805 15.121
C -18.008 1.797 13.741
C -16.806 1.756 12.978
C -13.837 0.051 11.520
C -12.681 -0.734 11.469
C -12.547 -1.787 10.581
C -13.500 -2.065 9.649
C -14.658 -1.320 9.667
C -14.814 -0.318 10.639
H -13.043 1.987 9.660
H -12.706 4.141 8.533
H -13.083 6.287 9.611
H -13.499 6.341 12.059
H -14.172 4.383 13.162
H -14.723 1.545 15.534
H -16.836 1.777 16.882
H -19.028 1.822 15.616
H -18.901 1.804 13.220
H -16.958 1.841 11.856
H -11.960 -0.619 12.238
H -11.665 -2.479 10.664
H -13.306 -2.872 8.939
H -15.413 -1.495 8.964
H -15.762 0.211 10.670
C -7.842 -0.896 13.801
S -8.944 -0.954 15.185
O -8.459 -1.967 16.050
O -10.333 -1.230 14.631
O -8.906 0.447 15.644
H -8.104 -1.769 13.212
H -6.820 -0.945 14.190
H -8.020 0.027 13.295
```

Results
- Orbital gap (alpha / beta): 6.9 / 8.4 eV
- Lowest unoccupied orbital energy (alpha / beta): 0.169 / 0.159 eV
- Spin multiplicity: 4
- Total charge: 0
- Expectation value of S²: 3.75

---

3.
Here is a molecular structure, C35H31N7ORe in a non-equilibrium geometry from the Open Molecules 2025 dataset. Energies are from ωB97M-V/def2-TZVPD.

```
75
C35H31N7ORe, DFT ωB97M-V/def2-TZVPD
Re 0.374 -0.701 -1.701
C -2.270 -0.016 -6.602
C -2.849 0.500 -5.451
C -2.079 0.747 -4.335
C -0.714 0.422 -4.336
C -0.135 -0.092 -5.497
C -0.909 -0.288 -6.626
N -0.004 0.618 -3.138
C -0.015 1.911 -2.656
C 0.015 3.043 -3.467
C -0.024 4.294 -2.886
C -0.120 4.442 -1.501
C -0.187 3.339 -0.677
C -0.129 2.062 -1.244
N -0.262 0.849 -0.615
N -0.844 0.735 0.530
C -1.031 -0.557 0.892
C -1.699 -0.893 2.079
C -1.828 -2.220 2.421
C -1.273 -3.190 1.587
C -0.650 -2.799 0.421
N -0.533 -1.521 0.050
H -2.875 -0.199 -7.477
H -3.905 0.713 -5.428
H -2.520 1.171 -3.443
H 0.926 -0.286 -5.529
H -0.448 -0.653 -7.531
H 0.092 2.918 -4.537
H 0.006 5.166 -3.517
H -0.156 5.432 -1.080
H -0.276 3.443 0.393
H -2.096 -0.094 2.684
H -2.345 -2.508 3.323
H -1.327 -4.237 1.834
H -0.200 -3.527 -0.240
C 1.527 -4.208 -2.187
C 0.216 -3.875 -2.522
C 0.191 -2.557 -3.092
C 1.558 -2.105 -3.120
C 2.352 -3.145 -2.535
H 1.842 -5.140 -1.754
H -0.643 -4.514 -2.425
H -0.565 -2.285 -3.822
H 1.972 -1.431 -3.863
H 3.424 -3.118 -2.430
C -3.804 2.311 5.898
C -2.501 1.841 5.375
C -1.805 0.787 5.985
C -0.604 0.331 5.490
C -0.050 0.922 4.344
N 1.126 0.491 3.747
C 1.972 -0.509 4.186
O 1.831 -1.138 5.196
N 3.090 -0.717 3.370
C 3.244 -0.695 2.003
C 4.519 -0.813 1.430
C 4.635 -0.760 0.058
C 3.496 -0.643 -0.728
N 2.276 -0.628 -0.197
C 2.157 -0.634 1.128
C -0.731 1.992 3.734
C -1.930 2.435 4.238
H -3.878 2.170 6.973
H -4.613 1.732 5.445
H -3.981 3.354 5.647
H -2.218 0.328 6.870
H -0.078 -0.467 5.988
H 1.454 1.079 2.991
H 3.839 -1.172 3.882
H 5.389 -0.936 2.057
H 5.603 -0.823 -0.414
H 3.569 -0.571 -1.803
H 1.161 -0.629 1.541
H -0.309 2.457 2.855
H -2.444 3.254 3.758
```

Results
- Orbital gap (alpha / beta): 4.7 / 4.1 eV
- Lowest unoccupied orbital energy (alpha / beta): -7.789 / -8.395 eV
- Spin multiplicity: 2
- Total charge: +2
- Expectation value of S²: 1.09
- Energy relative to the best compared isomer or geometry (same formula, charge and spin): 88.1 kcal/mol

---

Number 1: electronic energy -123256.68439 eV. Number 2: electronic energy -110659.02888 eV. Number 3: electronic energy -51390.55643 eV.